[1]
{
  "formula": "C63H65N10O21",
  "method": "ωB97M-V/def2-TZVPD",
  "homo_ev": -11.19,
  "e_tot_ev": -124255.2909,
  "orbital_gap_ev": 8.3,
  "multiplicity": 1,
  "charge": 1,
  "elements": ["C", "C", "O", "O", "C", "C", "C", "C", "C", "C", "C", "C", "C", "O", "C", "C", "O", "N", "C", "O", "C", "N", "H", "H", "H", "H", "H", "H", "H", "H", "H", "H", "H", "H", "H", "H", "H", "H", "H", "H", "H", "H", "H", "H", "H", "H", "H", "C", "C", "C", "C", "C", "C", "N", "O", "O", "H", "H", "H", "H", "H", "C", "C", "C", "C", "C", "C", "N", "O", "O", "H", "H", "H", "H", "H", "C", "C", "C", "C", "C", "C", "N", "O", "O", "H", "H", "H", "H", "H", "C", "C", "C", "C", "C", "C", "N", "O", "O", "H", "H", "H", "H", "H", "C", "C", "C", "C", "C", "C", "N", "O", "O", "H", "H", "H", "H", "H", "C", "C", "C", "C", "C", "C", "N", "O", "O", "H", "H", "H", "H", "H", "C", "C", "C", "C", "C", "C", "N", "O", "O", "H", "H", "H", "H", "H", "C", "C", "C", "C", "C", "C", "N", "O", "O", "H", "H", "H", "H", "H"],
  "coordinates": [[5.295752, -1.532107, 2.726331], [6.056430, -1.689167, 1.442490], [7.241371, -1.818595, 1.358965], [5.243853, -1.658281, 0.330740], [4.970577, -0.307023, -0.085844], [3.522626, -0.224662, -0.513960], [2.547800, -0.426409, 0.652860], [2.064888, 0.897031, 1.242893], [0.883168, 0.788113, 2.223262], [-0.155156, -0.302217, 1.904948], [-0.772703, 0.249425, 0.623655], [-2.037304, -0.391861, 0.038529], [-2.758286, -1.356340, 0.976448], [-1.910939, -2.497404, 1.012636], [-2.383550, -3.559002, 1.728150], [-1.288727, -4.491492, 2.144391], [-3.555112, -3.694945, 1.965740], [-0.848000, 1.748434, 0.935485], [-0.079034, 1.946472, 2.221814], [0.454567, 3.261531, 2.328250], [-0.269165, 4.063377, 3.060302], [-0.853919, 4.815052, 3.706171], [6.012521, -1.425882, 3.531494], [4.643686, -2.389101, 2.881316], [4.649463, -0.661697, 2.640518], [5.607074, -0.106454, -0.947065], [5.211375, 0.410191, 0.699876], [3.350683, -1.022175, -1.235075], [3.317137, 0.704978, -1.045263], [3.046600, -0.976510, 1.448500], [1.742975, -1.070958, 0.309446], [1.797267, 1.576964, 0.424200], [2.886057, 1.374406, 1.775487], [1.290257, 0.557115, 3.207472], [0.264372, -1.290310, 1.804559], [-0.936076, -0.273543, 2.661909], [-0.037132, 0.204906, -0.175494], [-2.726221, 0.331394, -0.398517], [-1.682069, -0.998266, -0.792012], [-2.907068, -0.944878, 1.975371], [-3.736152, -1.594260, 0.564277], [-0.382940, -3.905799, 2.260938], [-1.122266, -5.192714, 1.330683], [-1.555215, -4.987087, 3.068879], [-0.348371, 2.293015, 0.227891], [-1.779671, 2.164826, 0.984055], [-0.732360, 1.760092, 3.069830], [-1.054235, -5.835514, -4.547131], [-0.395168, -4.666752, -4.903054], [0.065185, -3.803899, -3.923362], [-0.144008, -4.134588, -2.595906], [-0.801881, -5.292635, -2.220380], [-1.259899, -6.146575, -3.208840], [0.355469, -3.230831, -1.556071], [0.901061, -2.197713, -1.908741], [0.186408, -3.533502, -0.392342], [-1.406492, -6.503770, -5.318490], [-0.238409, -4.430883, -5.946040], [0.578953, -2.892998, -4.190607], [-0.955608, -5.528190, -1.178441], [-1.775182, -7.056714, -2.935434], [10.275634, -0.167309, -3.433426], [9.031980, -0.251718, -2.820538], [7.972883, 0.497134, -3.305400], [8.176394, 1.316844, -4.397905], [9.406346, 1.419329, -5.018876], [10.462161, 0.668361, -4.527308], [7.040419, 2.095937, -4.917620], [5.977098, 1.998962, -4.333787], [7.228717, 2.787475, -5.894234], [11.101992, -0.755447, -3.057670], [8.886465, -0.900920, -1.967760], [7.002122, 0.440357, -2.838234], [9.540914, 2.069996, -5.869636], [11.431624, 0.734042, -5.000758], [-1.039388, 8.668059, 3.394921], [-1.022015, 10.015972, 3.058779], [-1.275380, 10.413035, 1.754846], [-1.539340, 9.442524, 0.807806], [-1.554702, 8.096694, 1.121468], [-1.305754, 7.707886, 2.427012], [-1.832112, 9.845554, -0.576243], [-1.824431, 11.024174, -0.843168], [-2.066517, 8.953697, -1.374108], [-0.851668, 8.363874, 4.416239], [-0.816898, 10.761376, 3.814168], [-1.267007, 11.458307, 1.484787], [-1.767845, 7.362208, 0.359510], [-1.329647, 6.656161, 2.691823], [6.760837, 0.984095, 8.563686], [5.692934, 0.120155, 8.357922], [4.899560, 0.252979, 7.231067], [5.197479, 1.255073, 6.325413], [6.252733, 2.129066, 6.512996], [7.037656, 1.987985, 7.644802], [4.372771, 1.388139, 5.118925], [3.438811, 0.620090, 4.978626], [4.667759, 2.249150, 4.314946], [7.380612, 0.873773, 9.443150], [5.479261, -0.659695, 9.075043], [4.067340, -0.413661, 7.061942], [6.461444, 2.904505, 5.791678], [7.867860, 2.660256, 7.808414], [-3.726369, -2.592474, 7.454336], [-2.532281, -2.689835, 8.156772], [-1.322643, -2.634563, 7.484401], [-1.334756, -2.475952, 6.111028], [-2.513865, -2.382751, 5.392008], [-3.717191, -2.443551, 6.073265], [-0.053552, -2.403112, 5.394779], [0.965913, -2.525684, 6.031723], [-0.089259, -2.224357, 4.185677], [-4.667972, -2.634911, 7.984518], [-2.542684, -2.809260, 9.230801], [-0.389799, -2.712515, 8.022015], [-2.499513, -2.272409, 4.318035], [-4.647434, -2.376500, 5.526791], [-2.146727, 7.180723, -4.724843], [-3.062208, 7.025763, -3.691562], [-3.965023, 5.975485, -3.720502], [-3.928811, 5.093667, -4.785490], [-3.034222, 5.237783, -5.829577], [-2.137567, 6.293493, -5.793991], [-4.858291, 3.954377, -4.795815], [-5.632444, 3.851638, -3.860522], [-4.790950, 3.172480, -5.717817], [-1.440167, 7.999490, -4.695844], [-3.065649, 7.721320, -2.867684], [-4.679084, 5.843127, -2.921685], [-3.030861, 4.538897, -6.652383], [-1.428212, 6.420754, -6.599765], [-9.260427, 3.561261, -2.743107], [-10.564029, 3.358561, -2.308165], [-10.839468, 2.381931, -1.364156], [-9.794551, 1.624660, -0.869981], [-8.492500, 1.806650, -1.295175], [-8.225640, 2.783786, -2.240055], [-10.072504, 0.598791, 0.148954], [-11.224076, 0.442542, 0.493574], [-9.128174, -0.028574, 0.588086], [-9.048572, 4.327421, -3.477077], [-11.368572, 3.963353, -2.702620], [-11.849029, 2.216823, -1.019606], [-7.696767, 1.197140, -0.895211], [-7.214140, 2.940681, -2.581831], [-0.621016, -12.107115, -5.225950], [-1.909862, -11.830446, -5.663015], [-2.186603, -10.629091, -6.294255], [-1.157561, -9.724188, -6.478246], [0.131450, -9.977167, -6.046625], [0.396385, -11.180836, -5.414553], [-1.442114, -8.454260, -7.163718], [-2.584565, -8.241048, -7.509775], [-0.515583, -7.684219, -7.334982], [-0.408300, -13.049023, -4.738516], [-2.700335, -12.552664, -5.515326], [-3.184772, -10.404584, -6.638670], [0.915861, -9.251920, -6.201834], [1.398654, -11.397743, -5.072770]],
  "forces_ev_per_angstrom": [[0.22, -0.01, -0.15], [0.21, -0.01, 0.04], [-0.22, -0.09, -0.10], [0.02, 0.27, 0.19], [-0.08, -0.11, -0.75], [-0.20, -0.44, 0.24], [0.14, 0.15, 0.04], [-0.44, 0.14, -0.21], [0.55, -0.90, 0.25], [-0.04, 0.83, -0.68], [0.17, -0.59, -0.84], [-0.03, -0.08, 0.44], [-0.10, 0.33, -0.82], [-0.05, 0.00, 0.73], [-0.50, -0.21, 0.03], [0.14, 0.54, -0.37], [0.27, 0.25, 0.14], [0.06, 1.03, 0.10], [0.30, -0.50, 1.22], [-0.22, -0.16, -0.37], [0.34, 0.12, -0.07], [-0.02, -0.35, 0.01], [-0.11, 0.01, 0.23], [0.03, -0.12, 0.04], [0.04, 0.15, 0.24], [0.16, 0.17, 0.07], [0.03, 0.01, 0.14], [0.07, -0.06, -0.10], [0.13, 0.16, 0.04], [-0.05, -0.22, -0.04], [-0.22, 0.12, -0.01], [0.09, 0.04, -0.10], [0.05, 0.18, -0.02], [-0.15, 0.47, 0.25], [-0.11, -0.18, -0.05], [0.13, -0.49, 0.31], [0.23, 0.05, 0.08], [-0.02, 0.18, 0.12], [-0.10, -0.02, -0.15], [-0.02, -0.08, 0.14], [-0.06, -0.16, 0.05], [0.17, -0.14, 0.10], [0.01, -0.24, 0.09], [-0.10, -0.19, -0.02], [-0.05, -0.14, -0.14], [-0.15, -0.34, 0.06], [-0.44, 0.36, -0.15], [-0.02, 0.00, 0.07], [-0.04, -0.06, 0.01], [0.06, 0.09, -0.15], [0.02, -0.09, -0.07], [-0.06, -0.12, 0.12], [0.02, 0.04, -0.08], [-0.07, 0.09, 0.04], [-0.02, 0.13, -0.02], [0.16, -0.12, -0.05], [-0.02, 0.02, -0.03], [0.00, 0.00, -0.01], [0.03, 0.02, 0.09], [0.06, 0.07, 0.03], [-0.01, 0.00, 0.01], [-0.02, 0.02, -0.02], [0.10, 0.01, -0.05], [-0.06, -0.14, 0.21], [0.05, -0.06, 0.02], [0.14, 0.05, -0.12], [-0.04, -0.06, 0.09], [-0.01, 0.02, 0.03], [-0.04, 0.00, 0.02], [0.01, 0.03, -0.05], [0.01, 0.00, 0.01], [-0.01, 0.00, 0.01], [-0.05, 0.06, -0.08], [-0.10, 0.03, -0.01], [0.01, 0.01, -0.01], [-0.01, 0.03, -0.01], [-0.01, -0.12, 0.00], [0.04, 0.16, 0.08], [0.00, -0.03, 0.10], [-0.03, -0.21, 0.03], [-0.02, -0.01, 0.00], [0.04, -0.06, 0.05], [0.00, 0.05, -0.01], [0.03, 0.08, -0.04], [0.01, -0.01, 0.00], [0.01, 0.02, 0.00], [-0.03, -0.01, -0.09], [-0.02, 0.08, -0.08], [-0.02, 0.35, -0.05], [-0.02, 0.00, -0.02], [0.07, 0.07, 0.00], [-0.10, -0.15, 0.07], [0.06, -0.02, 0.09], [0.12, 0.14, -0.04], [-0.03, -0.07, 0.05], [0.07, 0.03, -0.03], [-0.18, -0.10, -0.06], [-0.01, 0.04, -0.08], [0.00, 0.00, 0.01], [-0.01, -0.01, 0.00], [-0.02, 0.03, -0.09], [-0.06, -0.03, -0.06], [0.01, 0.01, -0.01], [0.03, 0.00, -0.01], [-0.07, 0.01, -0.06], [0.06, -0.01, 0.18], [-0.10, 0.00, 0.02], [-0.07, 0.03, -0.13], [-0.01, 0.00, 0.08], [-0.04, -0.07, -0.01], [0.08, 0.02, 0.03], [-0.01, 0.09, -0.02], [-0.01, -0.01, 0.00], [0.01, -0.01, 0.01], [0.05, 0.01, -0.08], [0.06, -0.03, 0.00], [0.00, -0.02, -0.03], [-0.01, -0.03, -0.04], [0.03, -0.04, -0.10], [0.00, 0.06, 0.16], [0.06, 0.08, 0.01], [0.11, -0.04, -0.15], [0.00, 0.05, 0.10], [0.08, 0.00, -0.01], [0.00, 0.01, 0.02], [-0.03, -0.03, -0.04], [-0.01, 0.02, 0.00], [-0.04, 0.01, -0.01], [-0.06, -0.06, -0.05], [-0.08, -0.05, 0.03], [0.00, -0.01, -0.02], [-0.04, -0.01, 0.02], [0.11, 0.00, -0.02], [-0.17, 0.08, -0.03], [0.02, 0.06, -0.06], [0.18, 0.03, -0.03], [-0.07, 0.02, 0.05], [-0.03, 0.00, -0.01], [-0.03, -0.01, 0.01], [0.06, -0.04, 0.03], [0.01, -0.01, -0.02], [-0.02, 0.00, 0.00], [0.03, -0.07, 0.07], [-0.07, -0.06, 0.06], [-0.03, -0.02, -0.04], [0.00, 0.02, -0.01], [0.09, 0.00, 0.03], [-0.17, -0.08, 0.00], [0.04, -0.12, 0.02], [0.18, 0.02, 0.04], [-0.08, -0.05, 0.02], [0.01, -0.02, -0.03], [-0.06, 0.03, 0.02], [0.04, 0.04, 0.03], [0.00, -0.01, 0.01], [-0.02, 0.00, 0.00], [0.03, 0.08, -0.05], [-0.06, 0.06, -0.06], [0.02, 0.01, 0.00]],
  "lowdin_charge": [0.022, -0.521, 0.149, -0.033, -0.169, -0.146, -0.171, -0.122, -0.206, -0.091, -0.196, -0.072, -0.162, -0.047, -0.516, 0.030, 0.122, 0.195, -0.221, 0.097, -0.283, 0.213, 0.093, 0.103, 0.056, 0.115, 0.133, 0.112, 0.122, 0.103, 0.082, 0.115, 0.123, 0.154, 0.120, 0.115, 0.144, 0.128, 0.123, 0.128, 0.136, 0.068, 0.083, 0.097, 0.189, 0.194, 0.175, -0.046, -0.042, 0.003, -0.147, 0.002, -0.048, -0.323, 0.060, 0.069, 0.089, 0.118, 0.120, 0.110, 0.113, -0.065, -0.058, -0.008, -0.149, -0.001, -0.061, -0.355, 0.061, 0.086, 0.109, 0.110, 0.098, 0.121, 0.110, -0.061, -0.058, 0.002, -0.148, -0.008, -0.072, -0.340, 0.104, 0.043, 0.110, 0.111, 0.122, 0.112, 0.047, -0.059, -0.057, -0.001, -0.152, 0.001, -0.056, -0.349, 0.051, 0.073, 0.112, 0.111, 0.118, 0.121, 0.112, -0.055, -0.054, 0.002, -0.145, -0.003, -0.051, -0.331, 0.101, 0.039, 0.113, 0.113, 0.122, 0.099, 0.115, -0.055, -0.057, -0.003, -0.154, -0.004, -0.060, -0.345, 0.048, 0.093, 0.113, 0.076, 0.117, 0.120, 0.110, -0.061, -0.061, -0.003, -0.152, -0.007, -0.061, -0.356, 0.084, 0.065, 0.109, 0.109, 0.120, 0.113, 0.073, -0.066, -0.061, -0.002, -0.153, -0.004, -0.063, -0.359, 0.084, 0.058, 0.109, 0.110, 0.121, 0.119, 0.109]
}

[2]
{
  "formula": "C7H14N",
  "method": "ωB97M-V/def2-TZVPD",
  "homo_ev": -11.68,
  "e_tot_ev": -8967.0611,
  "orbital_gap_ev": 5.9,
  "multiplicity": 1,
  "charge": 1,
  "relative_energy_kcal_mol": 46.5,
  "elements": ["C", "C", "C", "N", "H", "H", "H", "H", "H", "H", "C", "C", "C", "C", "H", "H", "H", "H", "H", "H", "H", "H"],
  "coordinates": [[-1.069652, 1.893372, 0.169224], [-1.239682, 1.379797, -1.052799], [-0.481502, 3.825339, 1.409047], [-0.545685, 3.184237, 0.281528], [-1.299130, 1.462268, 1.134753], [-0.897062, 1.907875, -1.928325], [-1.587506, 0.331729, -1.161648], [-0.022662, 4.826200, 1.451612], [-0.851089, 3.357503, 2.324923], [-0.237078, 3.572572, -0.579458], [-0.112427, -2.360728, 0.983972], [0.627205, -2.304085, -0.282272], [0.337448, -3.004452, -1.401154], [1.745515, -1.303289, -0.394397], [0.420325, -2.956620, 1.755357], [-1.118262, -2.760254, 0.789708], [-0.283777, -1.323301, 1.407994], [0.923057, -2.913891, -2.298479], [-0.389416, -3.832737, -1.388551], [2.339948, -1.391379, -1.317516], [2.428172, -1.351837, 0.467784], [1.313257, -0.238316, -0.371297]],
  "forces_ev_per_angstrom": [[-0.50, -0.75, -0.85], [0.22, -1.18, 1.11], [0.51, 0.17, -1.08], [-0.27, 0.66, 2.58], [-0.16, -0.34, -0.26], [-0.16, 0.08, -0.23], [0.13, 0.96, -0.02], [-0.35, -0.58, -0.15], [0.09, 0.04, -0.39], [0.51, 0.86, -0.72], [-0.93, 0.49, 1.10], [0.71, 0.09, -2.61], [-0.39, -0.62, 1.56], [-0.10, 1.59, 0.34], [-0.41, 0.35, -0.38], [0.35, -0.21, 0.37], [0.38, -0.99, -0.36], [0.17, 0.13, -0.13], [0.12, 0.65, -0.03], [-0.33, -0.09, 0.38], [-0.14, -0.06, -0.22], [0.55, -1.26, 0.00]],
  "lowdin_charge": [-0.147, 0.127, 0.212, 0.041, 0.129, 0.087, 0.106, 0.136, 0.131, 0.166, -0.090, -0.460, 0.040, -0.093, 0.098, 0.082, 0.079, 0.053, 0.071, 0.078, 0.081, 0.072]
}